# 1
C23H48O5OsP4 as an isolated structure at a distorted geometry, computed with wB97M-V/def2-TZVPD.

Calculated values
Calculated total energy ... -74446.03083 eV
⟨S²⟩ ... 6.041
Lowest unoccupied orbital energy (alpha / beta) ... -12.7 / -16.7 eV
Max |F| ... 6.51 eV Å⁻¹
Total charge ... +4
2S+1 ... 5

Geometry (Å):
P -0.889 -0.981 -2.253
C -0.730 -2.820 -2.154
H -0.984 -3.247 -3.134
H -1.412 -3.214 -1.394
H 0.299 -3.089 -1.893
C -2.683 -0.926 -2.634
H -2.953 0.008 -3.132
H -3.224 -0.994 -1.683
H -2.956 -1.775 -3.275
C -0.098 -0.808 -3.903
H -0.608 -1.467 -4.621
H 0.955 -1.106 -3.826
H -0.154 0.227 -4.250
P 2.579 2.081 -1.051
C 4.178 1.279 -0.639
H 4.994 1.989 -0.832
H 4.304 0.386 -1.263
H 4.190 0.979 0.414
C 2.924 2.433 -2.812
H 2.221 3.166 -3.215
H 2.819 1.498 -3.375
H 3.952 2.809 -2.907
C 2.798 3.704 -0.239
H 3.716 4.175 -0.616
H 2.870 3.560 0.846
H 1.934 4.339 -0.460
P -1.146 1.600 1.599
C -0.877 1.162 3.369
H -1.598 1.703 3.996
H 0.142 1.445 3.662
H -0.998 0.085 3.510
C -1.129 3.411 1.827
H -1.614 3.682 2.776
H -1.650 3.919 1.014
H -0.086 3.749 1.848
C -2.865 1.101 1.291
H -3.510 1.473 2.099
H -2.924 0.008 1.232
H -3.198 1.524 0.337
Os 0.359 0.540 -0.052
C 1.591 -0.499 -1.078
O 2.377 -1.190 -1.616
C 1.563 0.991 1.294
O 2.297 1.216 2.193
C -0.963 4.001 -1.288
C -2.150 3.266 -1.246
C -2.412 2.310 -2.222
C -1.517 2.137 -3.279
C -0.328 2.861 -3.314
C -0.057 3.803 -2.324
H -0.738 4.756 -0.534
H -2.909 3.458 -0.485
H -3.337 1.737 -2.175
H -1.763 1.471 -4.107
H 0.367 2.710 -4.142
H 0.832 4.436 -2.370
C 0.935 -2.408 4.676
C 1.266 -1.775 3.352
O 0.020 -1.654 2.581
P -0.060 -1.481 0.950
O -1.592 -2.013 0.669
C -2.338 -3.098 1.336
C -3.097 -2.607 2.535
O 0.974 -2.632 0.417
C 1.017 -4.054 0.831
C 2.310 -4.617 0.310
H 0.137 -1.875 5.202
H 1.835 -2.408 5.293
H 0.635 -3.454 4.545
H 1.704 -0.775 3.462
H 1.975 -2.395 2.791
H -3.019 -3.480 0.567
H -1.627 -3.898 1.594
H -2.424 -2.227 3.306
H -3.816 -1.831 2.263
H -3.662 -3.443 2.953
H 0.958 -4.114 1.927
H 0.144 -4.545 0.384
H 3.163 -4.173 0.831
H 2.336 -5.698 0.470
H 2.430 -4.416 -0.758

# 2
A 7-piece molecular cluster, C23H49BN3O8 overall at a distorted geometry, computed with wB97M-V/def2-TZVPD.

Calculated values
Calculated total energy ... -46166.57291 eV
Lowest unoccupied orbital energy ... -3.7 eV
Max |F| ... 5.87 eV Å⁻¹
Total charge ... +1
2S+1 ... 1

Geometry (Å):
N 1.026 -4.142 0.041
C 1.277 -2.958 -0.575
N 2.373 -2.945 -1.597
C 3.521 -2.119 -1.078
C 3.142 -1.092 0.101
C 1.602 -0.622 0.125
N 0.619 -1.677 -0.314
C -0.577 -1.791 0.587
B -1.904 -1.930 -0.368
O -3.185 -2.450 0.110
O -1.874 -1.488 -1.766
H 0.792 -5.028 -0.476
H 1.130 -4.267 1.074
H 2.741 -3.924 -1.646
H 4.039 -1.575 -1.970
H 4.338 -2.834 -0.650
H 3.774 -0.130 -0.085
H 3.409 -1.561 1.133
H 1.434 0.294 -0.586
H 1.403 -0.207 1.195
H -0.694 -0.768 1.136
H -0.500 -2.581 1.415
H -3.097 -2.441 1.107
H -2.818 -1.432 -2.092
C -1.331 3.359 -2.184
C -0.331 2.251 -2.001
O 0.479 2.268 -1.084
C -0.365 1.118 -2.990
H -1.191 4.108 -1.399
H -1.182 3.838 -3.155
H -2.344 2.961 -2.110
H -0.174 1.496 -3.997
H -1.336 0.622 -2.949
H 0.411 0.391 -2.735
C 0.862 -0.759 5.028
C -0.557 -0.942 4.561
O -0.810 -1.248 3.403
C -1.651 -0.737 5.573
H 1.545 -0.939 4.193
H 1.007 0.264 5.384
H 1.087 -1.472 5.824
H -1.618 0.287 5.953
H -1.538 -1.449 6.393
H -2.621 -0.902 5.097
C 2.027 4.214 5.791
C 3.149 3.229 5.990
O 3.140 2.437 6.922
C 4.281 3.258 4.998
H 1.282 4.078 6.580
H 2.413 5.234 5.846
H 1.548 4.042 4.824
H 4.768 4.236 5.018
H 3.903 3.044 3.996
H 5.017 2.495 5.266
C -5.926 2.098 -4.323
C -4.930 2.041 -3.195
O -3.726 2.011 -3.412
C -5.473 2.022 -1.791
H -5.393 2.106 -5.277
H -6.574 1.219 -4.291
H -6.522 3.010 -4.247
H -6.101 1.140 -1.647
H -6.048 2.931 -1.603
H -4.642 1.980 -1.082
C 1.946 5.697 -5.504
C 0.776 6.569 -5.872
O 0.928 7.598 -6.512
C -0.590 6.124 -5.420
H 2.866 6.141 -5.894
H 2.028 5.623 -4.417
H 1.823 4.704 -5.942
H -0.621 6.070 -4.329
H -0.826 5.150 -5.855
H -1.337 6.848 -5.756
C -0.061 -7.844 1.968
C 0.435 -7.812 0.548
O 0.003 -6.996 -0.258
C 1.481 -8.820 0.156
H -0.812 -7.061 2.108
H -0.521 -8.811 2.180
H 0.768 -7.660 2.656
H 1.089 -9.831 0.287
H 2.378 -8.680 0.763
H 1.743 -8.680 -0.896

# 3
C23H49BiN2O2P3 as an isolated structure at a distorted geometry, computed with wB97M-V/def2-TZVPD.

Calculated values
Calculated total energy ... -65398.23460 eV
Lowest unoccupied orbital energy (alpha / beta) ... -12.0 / -12.0 eV
Max |F| ... 3.00 eV Å⁻¹
Total charge ... +3
2S+1 ... 1

Geometry (Å):
Bi -0.288 0.100 -0.449
P -1.687 -2.193 0.260
P 1.629 -1.563 1.903
P 1.609 -2.275 -1.431
H -1.069 4.996 -4.603
C -1.147 4.079 -5.208
C -2.085 3.155 -5.018
H -2.796 3.200 -4.189
C -3.217 -1.752 1.147
C -1.088 -3.606 1.277
C -2.297 -2.997 -1.265
C 3.242 -0.743 2.128
C 0.847 -1.116 3.528
C 2.128 -3.296 2.339
C 1.135 -2.214 -3.194
C 1.768 -4.106 -1.257
C 3.375 -1.799 -1.572
H -0.466 4.030 -6.076
H -2.242 2.404 -5.784
H -3.648 -0.837 0.724
H -3.007 -1.591 2.212
H -3.935 -2.575 1.043
H -0.810 -3.263 2.284
H -0.222 -4.095 0.812
H -1.903 -4.341 1.370
H -2.390 -2.252 -2.062
H -3.281 -3.425 -1.044
H -1.618 -3.792 -1.596
H 3.791 -1.258 2.925
H 3.125 0.313 2.398
H 3.816 -0.801 1.196
H 1.576 -1.287 4.333
H -0.047 -1.727 3.705
H 0.547 -0.060 3.531
H 3.118 -3.276 2.811
H 2.181 -3.920 1.437
H 1.402 -3.741 3.032
H 1.804 -2.868 -3.772
H 1.219 -1.194 -3.585
H 0.096 -2.550 -3.322
H 2.051 -4.522 -2.232
H 0.810 -4.544 -0.953
H 2.541 -4.359 -0.524
H 3.781 -2.194 -2.511
H 3.949 -2.205 -0.730
H 3.464 -0.705 -1.574
C -0.610 1.188 -3.376
C 0.338 2.235 -3.262
C 1.431 2.255 -4.121
C 1.542 1.278 -5.110
C 0.480 0.402 -5.369
C -0.651 0.413 -4.557
O -1.352 0.851 -2.338
H 0.939 1.266 -1.179
H 0.156 2.974 -2.486
H 2.199 3.017 -3.964
H 2.437 1.222 -5.732
H 0.535 -0.314 -6.197
H -1.554 -0.157 -4.765
C -3.272 1.644 2.404
N -2.124 2.216 3.077
C -2.371 3.039 4.247
C -1.114 3.116 5.061
C 0.050 3.558 4.206
N 0.160 2.688 3.052
C 1.401 2.780 2.296
C -0.917 2.090 2.488
O -0.809 1.406 1.407
H -4.172 2.022 2.900
H -3.270 0.547 2.470
H -3.290 1.928 1.342
H -2.694 4.041 3.932
H -3.193 2.577 4.793
H -0.894 2.137 5.504
H -1.251 3.830 5.875
H 1.001 3.493 4.746
H -0.078 4.604 3.881
H 1.626 1.824 1.797
H 1.348 3.581 1.533
H 2.212 3.017 3.000

# 4
A 3-piece molecular cluster, C23H49ClN2O9P2S overall at a distorted geometry, computed with wB97M-V/def2-TZVPD.

Calculated values
Calculated total energy ... -87981.98882 eV
Lowest unoccupied orbital energy ... -0.3 eV
Max |F| ... 5.29 eV Å⁻¹
2S+1 ... 1
Structure (SMILES) ... CCCOC[C@@]1(C)C(=O)N[C@](CC(=O)Cl)(P(N)O)[C@@]1(CCCOC)[PH2]=S.COCCOC.COCCOC

Geometry (Å):
C -4.295 -3.028 0.091
C -3.606 -3.984 -0.986
C -2.012 -3.775 -1.099
O -1.678 -2.639 -1.918
C -0.227 -2.471 -2.008
C 0.272 -1.075 -1.415
C 0.024 -1.261 0.150
C 1.881 -0.881 -1.453
O 2.747 -1.711 -1.776
N 1.998 0.486 -0.966
C 0.815 1.341 -1.324
C 1.567 2.509 -2.201
C 2.185 3.665 -1.247
O 3.062 3.449 -0.383
Cl 1.642 5.437 -1.428
P 0.036 2.428 0.038
N -1.134 1.550 1.007
O -0.916 3.662 -0.735
C -0.146 0.297 -2.144
C -1.729 0.485 -1.942
C -2.618 0.099 -3.206
C -4.195 0.326 -2.991
O -4.518 0.906 -1.704
C -5.825 0.343 -1.354
P 0.564 0.409 -3.894
S -0.024 -0.925 -5.171
H -3.929 -1.955 0.065
H -5.418 -2.984 -0.157
H -4.248 -3.467 1.149
H -3.776 -5.059 -0.616
H -4.131 -3.894 -1.991
H -1.533 -3.762 -0.059
H -1.637 -4.708 -1.662
H 0.194 -3.278 -1.304
H 0.186 -2.735 -3.032
H -1.099 -1.310 0.392
H 0.450 -0.454 0.818
H 0.448 -2.252 0.551
H 2.917 0.936 -0.978
H 0.858 3.060 -2.896
H 2.497 2.106 -2.737
H -2.086 1.568 0.598
H -1.206 2.076 1.895
H -0.826 4.481 -0.195
H -2.135 -0.131 -1.063
H -2.020 1.570 -1.690
H -2.314 0.829 -4.044
H -2.435 -0.936 -3.629
H -4.563 1.059 -3.799
H -4.721 -0.662 -3.182
H -6.508 0.242 -2.262
H -5.621 -0.705 -0.960
H -6.304 1.029 -0.591
H 0.140 1.695 -4.409
H 2.012 0.359 -3.892
C 6.073 6.173 2.278
O 6.489 7.198 1.387
C 7.728 6.893 0.751
C 7.513 6.426 -0.683
O 6.859 5.161 -0.723
C 5.480 5.275 -1.045
H 5.045 6.381 2.578
H 6.106 5.188 1.807
H 6.705 6.179 3.172
H 8.289 6.147 1.324
H 8.314 7.817 0.736
H 8.490 6.294 -1.159
H 6.957 7.173 -1.259
H 5.363 5.533 -2.103
H 4.977 6.019 -0.422
H 5.006 4.308 -0.875
C -3.647 -6.200 3.786
O -2.559 -5.467 3.242
C -2.357 -4.223 3.907
C -1.175 -4.294 4.866
O -1.452 -5.156 5.966
C -0.822 -6.422 5.832
H -3.624 -7.206 3.364
H -3.580 -6.277 4.874
H -4.593 -5.726 3.505
H -3.265 -3.905 4.429
H -2.137 -3.481 3.133
H -1.000 -3.296 5.281
H -0.265 -4.605 4.343
H 0.256 -6.320 5.991
H -1.013 -6.870 4.854
H -1.226 -7.084 6.600

# 5
C23H49N2OOsP3Se as an isolated structure at a distorted geometry, computed with wB97M-V/def2-TZVPD.

Calculated values
Calculated total energy ... -125307.24528 eV
⟨S²⟩ ... 6.067
Lowest unoccupied orbital energy (alpha / beta) ... -12.5 / -14.3 eV
Max |F| ... 6.97 eV Å⁻¹
Total charge ... +4
2S+1 ... 5

Geometry (Å):
Os -0.488 -1.390 -0.702
P -2.035 -1.139 1.135
P 0.949 -2.980 -0.693
P -2.282 -1.380 -1.861
H -0.048 1.805 -0.785
C -1.034 2.578 -0.768
C -1.685 3.074 0.317
H -1.228 2.872 1.298
C -1.383 -0.563 2.763
C -2.248 -2.884 1.823
C -3.720 -0.386 1.347
C 2.152 -2.757 -2.071
C 1.904 -3.046 0.902
C 0.002 -4.571 -0.928
C -3.431 0.025 -1.986
C -3.464 -2.677 -1.368
C -2.223 -1.812 -3.634
H -1.400 2.227 -1.816
H -2.834 2.981 0.452
H -1.239 0.528 2.779
H -0.433 -1.032 3.016
H -2.097 -0.821 3.568
H -1.255 -3.325 2.004
H -2.818 -3.547 1.160
H -2.752 -2.822 2.797
H -3.660 0.701 1.182
H -4.020 -0.549 2.395
H -4.483 -0.822 0.700
H 3.077 -3.391 -2.053
H 2.390 -1.668 -2.021
H 1.560 -2.948 -3.001
H 2.804 -3.691 0.874
H 1.208 -3.402 1.691
H 2.180 -1.991 1.106
H 0.606 -5.498 -1.024
H -0.585 -4.391 -1.855
H -0.689 -4.644 -0.061
H -4.138 -0.262 -2.777
H -2.946 0.966 -2.279
H -3.991 0.195 -1.059
H -4.146 -2.744 -2.228
H -4.039 -2.404 -0.473
H -2.963 -3.648 -1.226
H -3.275 -2.064 -3.904
H -1.543 -2.674 -3.791
H -1.892 -0.958 -4.272
C 0.848 1.834 -4.548
C 0.634 3.128 -3.977
C 1.008 4.288 -4.719
C 1.646 4.187 -5.942
C 1.954 2.925 -6.468
C 1.579 1.744 -5.772
Se 0.192 0.246 -3.708
H -0.398 -2.421 0.572
H 0.145 3.204 -3.023
H 0.747 5.271 -4.297
H 1.898 5.114 -6.514
H 2.461 2.849 -7.430
H 1.810 0.784 -6.210
C 3.341 -0.809 3.934
N 2.656 0.468 4.018
C 2.830 1.248 5.215
C 1.776 2.328 5.237
C 1.863 3.175 3.984
N 1.883 2.331 2.835
C 1.720 2.969 1.530
C 2.250 1.000 2.813
O 2.192 0.291 1.769
H 3.629 -1.142 4.933
H 4.247 -0.728 3.311
H 2.679 -1.558 3.485
H 2.723 0.588 6.069
H 3.846 1.715 5.248
H 1.881 2.947 6.121
H 0.778 1.853 5.273
H 2.799 3.799 4.024
H 1.023 3.849 3.928
H 0.674 3.311 1.397
H 2.368 3.866 1.475
H 1.958 2.280 0.766

# 6
C23H49N3P4PbS as an isolated structure at a distorted geometry, computed with wB97M-V/def2-TZVPD.

Calculated values
Calculated total energy ... -82307.64664 eV
Lowest unoccupied orbital energy (alpha / beta) ... -15.4 / -15.4 eV
Max |F| ... 4.77 eV Å⁻¹
Total charge ... +4
2S+1 ... 1

Geometry (Å):
Pb 0.092 -0.125 -0.396
P 2.096 1.566 1.104
P -1.545 2.376 0.244
P 1.105 2.066 -2.520
H 0.140 -4.944 -0.661
C 0.904 -4.947 -1.441
C 2.187 -4.579 -1.281
H 2.538 -4.017 -0.416
C 2.612 1.055 2.780
C 2.147 3.376 1.337
C 3.721 1.362 0.311
C -3.204 2.015 -0.463
C -2.032 2.741 1.984
C -1.283 4.089 -0.376
C 2.314 1.074 -3.464
C 1.949 3.708 -2.409
C -0.165 2.418 -3.800
H 0.643 -5.438 -2.380
H 2.942 -4.830 -2.065
H 2.448 -0.018 2.944
H 2.081 1.623 3.555
H 3.688 1.268 2.847
H 1.324 3.705 1.981
H 2.095 3.913 0.381
H 3.106 3.604 1.828
H 3.921 0.304 0.104
H 4.450 1.724 1.048
H 3.821 1.936 -0.616
H -3.854 2.895 -0.368
H -3.650 1.173 0.084
H -3.106 1.745 -1.523
H -2.620 3.668 2.028
H -1.126 2.868 2.590
H -2.629 1.917 2.397
H -2.134 4.715 -0.074
H -1.199 4.101 -1.471
H -0.365 4.503 0.062
H 2.445 1.517 -4.464
H 1.960 0.036 -3.564
H 3.281 1.069 -2.933
H 2.178 4.082 -3.421
H 2.881 3.627 -1.831
H 1.291 4.426 -1.896
H 0.339 2.763 -4.717
H -0.870 3.182 -3.432
H -0.737 1.500 -4.014
C -0.856 -1.622 -4.098
C -1.794 -1.769 -5.171
C -1.451 -2.664 -6.254
C -0.252 -3.360 -6.198
C 0.661 -3.258 -5.145
C 0.346 -2.357 -4.062
S -1.124 -0.733 -2.732
H 1.046 -1.609 -0.873
H -2.776 -1.249 -5.173
H -2.163 -2.757 -7.093
H 0.035 -4.053 -7.064
H 1.590 -3.774 -5.060
H 0.946 -2.284 -3.160
C -0.522 -1.936 5.431
N -1.275 -0.687 5.214
C -2.682 -1.013 4.909
N -2.835 -1.934 3.763
C -2.043 -3.156 4.005
N -0.615 -2.881 4.294
C 0.077 -2.369 3.115
P -0.656 -0.735 2.511
C -0.668 0.139 4.165
C -2.455 -1.294 2.499
H -0.949 -2.436 6.313
H 0.532 -1.699 5.601
H -3.228 -0.088 4.692
H -3.106 -1.515 5.789
H -2.105 -3.802 3.123
H -2.469 -3.660 4.883
H 1.138 -2.197 3.353
H 0.015 -3.101 2.292
H -1.226 1.081 4.077
H 0.366 0.385 4.451
H -2.589 -2.005 1.672
H -3.093 -0.417 2.320

> Which value of calculated total energy does entry 6 give?

-82307.64664 eV

> What is the formula in the third record?

C23H49BiN2O2P3